Entry 1:
Here is a molecular structure, C27H50IN2O30S2 from the Open Molecules 2025 dataset. Energies are from ωB97M-V/def2-TZVPD.

The LUMO energy comes out at 0.0558 Eh.

```
! wB97M-V def2-TZVPD RIJCOSX def2/J DEFGRID3
* xyz -1 1
O -2.7706 9.7570 2.9377
C -3.7938 9.2215 2.9516
N -4.7265 8.4402 3.0749
S -4.7978 7.3695 1.7050
O -5.9886 7.7464 1.0046
O -3.6173 7.5709 0.9043
N -4.9929 5.8768 2.2090
S -3.9332 5.3053 3.3133
O -3.3887 4.0566 2.8378
O -4.5956 5.1516 4.5781
C -2.5023 6.3839 3.5494
C -1.3295 5.6162 4.1491
O -1.3828 5.0225 5.1548
I 0.5311 5.7504 3.0197
H -2.7718 7.1192 4.3056
H -2.1805 6.8860 2.6432
C -7.6014 7.0599 -1.8546
O -7.4737 6.3716 -3.1123
C -6.2463 6.3723 -3.6203
O -5.2744 6.8826 -3.1425
O -6.2819 5.6928 -4.7771
C -5.0205 5.6116 -5.4351
H -8.6442 6.9823 -1.5589
H -6.9833 6.5967 -1.0894
H -7.3403 8.1098 -1.9646
H -4.2940 5.0915 -4.8128
H -4.6545 6.6046 -5.6909
H -5.1776 5.0440 -6.3488
C -3.8407 0.9593 2.3076
O -3.6875 0.2313 1.0736
C -2.4504 0.1974 0.6027
O -1.4800 0.6919 1.1060
O -2.4669 -0.4941 -0.5475
C -1.1929 -0.6049 -1.1848
H -4.8907 0.9049 2.5798
H -3.2475 0.5007 3.0977
H -3.5668 2.0033 2.1816
H -0.4839 -1.1307 -0.5497
H -0.8065 0.3784 -1.4465
H -1.3388 -1.1799 -2.0960
C 4.7687 -0.2800 -3.1248
O 3.3433 -0.3062 -3.1762
C 2.7727 0.7982 -3.6515
O 3.3410 1.7852 -4.0322
O 1.4554 0.6075 -3.6241
C 0.6862 1.7131 -4.1027
H 5.0842 -1.2376 -2.7183
H 5.1912 -0.1615 -4.1214
H 5.1170 0.5151 -2.4678
H 0.9184 1.9198 -5.1459
H 0.8611 2.5967 -3.4923
H -0.3589 1.4275 -4.0214
C 8.2626 -3.0236 0.1252
O 7.2734 -3.8631 0.7279
C 6.1388 -3.9551 0.0327
O 5.9067 -3.4088 -1.0092
O 5.3025 -4.7548 0.6959
C 4.0318 -4.9325 0.0544
H 9.1271 -3.0379 0.7825
H 8.5511 -3.4100 -0.8507
H 7.8976 -2.0021 0.0380
H 4.1575 -5.3965 -0.9223
H 3.5111 -3.9824 -0.0406
H 3.4490 -5.5933 0.6899
C -1.8362 -2.7280 1.2097
O -2.0130 -4.0962 1.6049
C -1.1480 -4.9384 1.0600
O -0.2621 -4.6562 0.2961
O -1.4260 -6.1668 1.5062
C -0.5652 -7.1816 0.9958
H -2.5949 -2.1430 1.7196
H -0.8536 -2.3698 1.5132
H -1.9694 -2.6236 0.1425
H 0.4667 -6.9955 1.2899
H -0.6433 -7.2444 -0.0883
H -0.8940 -8.1214 1.4308
C 7.1685 -6.9974 0.2033
O 7.2979 -7.7179 -1.0298
C 8.5461 -7.8277 -1.4697
O 9.5274 -7.3849 -0.9352
O 8.5246 -8.5147 -2.6131
C 9.8095 -8.7072 -3.2028
H 6.1169 -6.9757 0.4567
H 7.7092 -7.5051 1.0008
H 7.5271 -5.9853 0.0932
H 10.4573 -9.2752 -2.5375
H 10.2670 -7.7509 -3.4499
H 9.6543 -9.2736 -4.1168
C -9.0046 3.7148 -2.7280
O -9.9677 4.1045 -1.7430
C -11.2209 3.8003 -2.0493
O -11.5961 3.2444 -3.0479
O -12.0048 4.2192 -1.0525
C -13.3908 3.9549 -1.2501
H -8.0309 4.0176 -2.3619
H -9.0110 2.6340 -2.8630
H -9.1958 4.2199 -3.6714
H -13.5719 2.8841 -1.3281
H -13.7579 4.4655 -2.1390
H -13.9118 4.3407 -0.3781
C 9.9036 -3.3861 6.3546
O 8.9969 -4.1125 5.5260
C 7.9753 -3.3854 5.0688
O 7.7839 -2.2222 5.2983
O 7.2126 -4.1725 4.3171
C 6.0685 -3.5231 3.7558
H 10.6799 -4.0832 6.6574
H 10.3575 -2.5656 5.8017
H 9.3974 -3.0093 7.2414
H 6.3716 -2.7085 3.1019
H 5.4092 -3.1567 4.5410
H 5.5373 -4.2638 3.1679
*
```

---

Entry 2:
Here is 8 unconnected molecules or ions with the total composition C39H43N7O from the Open Molecules 2025 dataset. Energies are from ωB97M-V/def2-TZVPD.

The energy above the lowest of the compared OMol25 structures with the same formula, charge and spin is 0.0 kcal per mole. The SMILES is c1ccncc1.c1ccncc1.c1ccncc1.c1ccncc1.c1ccncc1.c1ccncc1.c1ccncc1.C1CCOC1. The LUMO energy comes out at 0.0132 Eh.

```
! wB97M-V def2-TZVPD RIJCOSX def2/J DEFGRID3
* xyz 0 1
C 7.7656 -3.7071 -1.9204
C 7.3881 -2.4154 -1.7442
C 7.5489 -1.8368 -0.4389
N 8.1506 -2.5692 0.5241
C 8.5286 -3.8190 0.3497
C 8.3650 -4.4080 -0.8887
H 7.6740 -4.2601 -2.8436
H 6.8342 -1.8959 -2.5121
H 7.1719 -0.8272 -0.3687
H 8.9498 -4.2368 1.2521
H 8.6782 -5.4392 -0.9590
C -2.1858 -5.8588 2.7787
C -1.3932 -5.2453 1.7349
C -1.4028 -5.8518 0.4332
N -1.9510 -7.0875 0.2784
C -2.5726 -7.6513 1.3408
C -2.7815 -7.0670 2.5896
H -2.1968 -5.2960 3.7004
H -1.0029 -4.2646 1.9638
H -0.8603 -5.5010 -0.4323
H -3.1342 -8.5259 1.0476
H -3.4098 -7.4799 3.3649
C 3.7017 -7.1938 6.0387
C 2.9268 -7.1744 7.2048
C 2.3063 -5.9981 7.5340
N 2.4244 -4.8668 6.8107
C 3.1902 -4.8706 5.6739
C 3.8051 -6.0367 5.2619
H 4.3152 -8.0303 5.7381
H 2.8046 -8.0883 7.7672
H 1.7788 -5.8125 8.4580
H 3.1638 -3.9610 5.0923
H 4.4660 -6.0733 4.4085
C 0.6533 1.0750 -4.3416
C 0.6995 0.1283 -3.2950
C 1.4449 0.4275 -2.1195
N 2.0256 1.6203 -1.9294
C 1.9811 2.5283 -2.9032
C 1.3594 2.2895 -4.1430
H 0.2250 0.9163 -5.3203
H 0.3734 -0.8759 -3.5220
H 1.4135 -0.2071 -1.2461
H 2.4510 3.4884 -2.7488
H 1.2778 3.1213 -4.8270
C -1.5792 2.9481 4.8242
C -2.3405 1.9972 5.4576
C -3.1447 2.4725 6.5074
N -3.2282 3.7870 6.7306
C -2.4477 4.7087 6.0997
C -1.5732 4.3156 5.1414
H -1.0133 2.5881 3.9777
H -2.3403 0.9254 5.3249
H -3.7188 1.7917 7.1184
H -2.4560 5.7519 6.3792
H -0.8440 4.9515 4.6617
C -4.1584 6.0014 -4.5225
C -4.4519 5.7743 -3.1646
C -4.6787 6.8902 -2.3531
N -4.3858 8.1809 -2.6787
C -4.1148 8.3360 -4.0152
C -4.0600 7.3132 -4.9480
H -3.9560 5.1006 -5.0829
H -4.6723 4.7834 -2.7960
H -4.7841 6.8047 -1.2816
H -3.8905 9.3457 -4.3260
H -3.8922 7.5864 -5.9793
C -0.4682 10.1350 2.2389
C 0.0455 10.6132 3.4161
C 1.4626 10.6913 3.5533
N 2.3553 10.0363 2.7371
C 1.8282 9.4725 1.6362
C 0.4312 9.5090 1.3829
H -1.5020 10.1880 1.9307
H -0.5382 11.2085 4.1026
H 1.9333 10.9662 4.4856
H 2.5891 9.0888 0.9728
H 0.1574 9.1568 0.3993
C -3.2648 -5.8119 -7.2317
C -4.3774 -5.5887 -6.2063
C -4.3847 -4.0445 -6.2192
O -3.3707 -3.6319 -7.1889
C -3.1768 -4.6091 -8.1422
H -3.4303 -6.6355 -7.9262
H -2.2828 -5.9896 -6.7933
H -4.2602 -6.0225 -5.2132
H -5.3012 -5.9501 -6.6580
H -4.0935 -3.6278 -5.2550
H -5.3636 -3.6414 -6.4791
H -2.2040 -4.4605 -8.6110
H -4.0049 -4.5688 -8.8497
*
```

---

Entry 3:
Here is a gas-phase ion, C2H5ClO2P (charge -1) from the Open Molecules 2025 dataset. Energies are from ωB97M-V/def2-TZVPD.

The energy above the lowest of the compared OMol25 structures with the same formula, charge and spin is 7.0 kcal per mole. The LUMO energy (alpha / beta) comes out at 0.1442 / 0.1018 Eh.

```
! wB97M-V def2-TZVPD RIJCOSX def2/J DEFGRID3
* xyz -1 3
C -0.1738 0.0486 -1.6911
C 0.4173 -0.1239 -0.4144
O -1.7277 -0.8883 1.1087
O 0.6027 -0.9582 2.0693
P -0.4603 -0.1945 1.0712
Cl -0.5708 1.7358 2.3722
H -0.3074 1.1176 -2.0401
H -1.0974 -0.6333 -1.8669
H 0.5170 -0.1515 -2.5258
H 1.4042 0.4696 -0.4254
H 1.3961 -0.4220 2.3423
*
```

---

Entry 4:
Here is C2H5NO in the gas phase from the Open Molecules 2025 dataset. Energies are from ωB97M-V/def2-TZVPD.

The energy above the lowest of the compared OMol25 structures with the same formula, charge and spin is 17.5 kcal per mole. The SMILES is CNC=O. The LUMO energy comes out at 0.0340 Eh.

```
! wB97M-V def2-TZVPD RIJCOSX def2/J DEFGRID3
* xyz 0 1
C 0.1873 -0.4172 -0.9923
N -0.5404 0.0142 0.1793
C 0.0882 0.6104 1.2336
O 1.2588 0.9204 1.2258
H 1.1268 0.0959 -1.1505
H -0.4750 -0.4462 -1.8590
H 0.3872 -1.4930 -0.9127
H -1.5387 0.1301 0.1076
H -0.4941 0.5853 2.1681
*
```

---

Entry 5:
Here is C19H17F3N2O4 in the gas phase from the Open Molecules 2025 dataset. Energies are from ωB97M-V/def2-TZVPD.

The energy above the lowest of the compared OMol25 structures with the same formula, charge and spin is 1.3 kcal per mole. The SMILES is CNC(=O)NC(=O)[C@H](OC(=O)Cc1cccc(C(F)(F)F)c1)c1ccccc1. The LUMO energy comes out at 0.0231 Eh.

```
! wB97M-V def2-TZVPD RIJCOSX def2/J DEFGRID3
* xyz 0 1
C -0.6290 2.7866 3.4329
N -0.9736 2.0422 2.2471
C -2.2381 1.8284 1.8871
O -3.2330 2.2239 2.4469
N -2.4040 1.0396 0.7040
C -1.4578 0.5316 -0.1128
O -0.2641 0.6978 0.0148
C -2.0174 -0.2719 -1.3037
O -0.9536 -1.0619 -1.8241
C -0.5166 -2.0289 -1.0090
O -1.0627 -2.3281 0.0185
C 0.7451 -2.6757 -1.5461
C 1.8052 -2.6191 -0.4785
C 2.4788 -3.7582 -0.0587
C 3.4277 -3.6875 0.9473
C 3.7075 -2.4811 1.5642
C 3.0310 -1.3431 1.1485
C 3.2794 -0.0106 1.7944
F 4.2002 -0.0515 2.7690
F 2.1673 0.5048 2.3553
F 3.7063 0.9138 0.9141
C 2.0939 -1.4030 0.1276
C -2.4955 0.7040 -2.3450
C -1.5690 1.4108 -3.1006
C -1.9998 2.3333 -4.0366
C -3.3539 2.5631 -4.2146
C -4.2787 1.8644 -3.4572
C -3.8526 0.9355 -2.5240
H -0.0233 2.1699 4.0974
H -0.0651 3.6823 3.1670
H -1.5506 3.0743 3.9357
H -0.2266 1.6373 1.6945
H -3.3788 0.8641 0.4972
H -2.8258 -0.9287 -0.9581
H 0.5262 -3.7128 -1.8047
H 1.0586 -2.1379 -2.4420
H 2.2585 -4.7104 -0.5183
H 3.9455 -4.5805 1.2618
H 4.4349 -2.4227 2.3587
H 1.5749 -0.5056 -0.1727
H -0.5165 1.2290 -2.9489
H -1.2765 2.8780 -4.6246
H -3.6890 3.2862 -4.9428
H -5.3351 2.0401 -3.5935
H -4.5780 0.3850 -1.9417
*
```

---

Entry 6:
Here is a gas-phase ion, C17H30BrNO3P (charge +1) from the Open Molecules 2025 dataset. Energies are from ωB97M-V/def2-TZVPD.

The energy above the lowest of the compared OMol25 structures with the same formula, charge and spin is 0.0 kcal per mole. The SMILES is COCCCCCCCCCc1c(COC)c[nH+]cc1P(O)Br. The LUMO energy comes out at -0.1719 Eh.

```
! wB97M-V def2-TZVPD RIJCOSX def2/J DEFGRID3
* xyz 1 1
C -2.8579 2.9961 1.8502
O -1.9261 4.0242 1.4616
C -0.8830 3.4942 0.6320
C -1.0959 3.7444 -0.9120
C 0.2173 3.4728 -1.7721
C 0.5313 1.9094 -1.7527
C 2.0418 1.5485 -2.0573
C 2.8808 1.0676 -0.8045
C 2.1529 -0.0371 0.0798
C 1.6716 -1.2621 -0.8209
C 1.3143 -2.5505 0.0134
C 0.1438 -2.3895 1.0202
C -1.2096 -1.8196 0.6744
C -1.5461 -1.3310 -0.7887
O -1.1913 -2.4288 -1.6453
C -1.5434 -2.1531 -3.0190
C -2.2776 -1.7093 1.6824
N -2.0738 -2.1525 2.9859
C -0.8674 -2.7021 3.3685
C 0.2826 -2.8513 2.4556
P 1.8048 -3.6535 3.2086
O 2.4963 -4.7242 2.0856
Br 3.4206 -2.0753 3.5459
H -3.8153 3.5346 2.1081
H -2.5140 2.4271 2.7600
H -3.0764 2.2958 0.9967
H -0.8377 2.3800 0.8225
H 0.1057 3.9440 0.9197
H -1.5105 4.7771 -1.0610
H -1.8800 3.0187 -1.3007
H 1.0867 4.0814 -1.3907
H 0.0424 3.7679 -2.8404
H 0.1184 1.4622 -0.8107
H -0.0808 1.4695 -2.6034
H 2.5337 2.5032 -2.4242
H 2.1301 0.8134 -2.9033
H 3.2438 1.9441 -0.1951
H 3.8167 0.5759 -1.2152
H 1.3037 0.4376 0.6437
H 2.9368 -0.4196 0.7962
H 0.8913 -0.9505 -1.5667
H 2.5836 -1.5311 -1.4417
H 1.1883 -3.4122 -0.7044
H 2.2305 -2.7982 0.6289
H -0.9601 -0.3939 -1.0466
H -2.6464 -1.0823 -0.8729
H -0.6113 -2.2994 -3.6451
H -1.9962 -1.1409 -3.1917
H -2.2741 -2.9551 -3.3457
H -3.2834 -1.2978 1.3964
H -2.8299 -2.0710 3.6709
H -0.7983 -3.0603 4.4318
H 3.4165 -4.4377 1.8933
*
```